Entry 1:
This record from OMol25 describes a molecular structure, C38H49BrN5O2PtS3Si. The level of theory is wB97M-V/def2-TZVPD.

Structure (XYZ):
```
100
C38H49BrN5O2PtS3Si | OMol25 | wB97M-V/def2-TZVPD
Pt 0.1378 -0.2464 0.0216
C -1.8239 6.1481 -0.1344
Si -2.8518 4.6307 -0.6846
C -4.7090 4.9427 -0.3800
C -2.5250 4.1857 -2.4972
C -2.3471 3.2520 0.5558
C -2.6180 3.4672 1.9028
C -2.2625 2.5495 2.8800
C -1.6062 1.3982 2.4783
N -1.3270 1.1804 1.2080
C -1.6805 2.0593 0.2579
S -1.1489 1.5507 -1.3244
H -2.1502 7.0365 -0.6663
H -0.7640 6.0226 -0.3368
H -1.9327 6.3517 0.9275
H -5.0579 5.7418 -1.0266
H -4.9204 5.2420 0.6425
H -5.3109 4.0648 -0.5959
H -2.8800 4.9853 -3.1400
H -3.0404 3.2776 -2.7914
H -1.4704 4.0432 -2.7081
H -3.1188 4.3769 2.1939
H -2.4858 2.7163 3.9211
H -1.3030 0.6390 3.1856
C 1.8850 3.4564 -0.8614
C 1.7259 2.7863 0.5016
C 1.2227 3.7745 1.5539
C 2.9961 2.1285 0.9667
C 4.1854 2.8355 0.9424
C 5.3636 2.2608 1.3856
C 5.3544 0.9521 1.8343
C 4.1878 0.2055 1.8886
C 4.2816 -1.2496 2.2881
C 4.6965 -1.4112 3.7542
C 5.2762 -1.9827 1.3808
C 2.9729 0.8195 1.4953
N 1.7658 0.1543 1.6140
C 1.4556 -0.4895 2.7020
C 0.3335 -1.3178 2.7943
C -0.1703 -1.9940 3.9366
C -1.3160 -2.6253 3.5290
C -1.5121 -2.3066 2.1545
N -0.4986 -1.5554 1.7259
C -2.6747 -2.7087 1.2960
C -3.2024 -1.4818 0.5408
C -3.8246 -3.2981 2.1152
C -2.1790 -3.7635 0.2977
H 0.9110 3.7830 -1.2193
H 2.3010 2.7503 -1.5756
H 2.5403 4.3204 -0.8129
H 0.9746 1.9959 0.3869
H 1.9608 4.5509 1.7369
H 1.0270 3.2630 2.4941
H 0.3006 4.2437 1.2194
H 4.1896 3.8507 0.5793
H 6.2875 2.8184 1.3643
H 6.2811 0.4961 2.1473
H 3.3066 -1.7324 2.1542
H 5.6715 -0.9665 3.9335
H 4.7515 -2.4680 4.0042
H 3.9863 -0.9366 4.4281
H 6.2958 -1.6564 1.5643
H 5.0408 -1.7977 0.3348
H 5.2245 -3.0517 1.5741
H 2.0461 -0.3498 3.6062
H 0.2772 -1.9964 4.9112
H -1.9622 -3.2350 4.1266
H -3.5558 -0.7272 1.2408
H -4.0332 -1.7707 -0.0979
H -2.4245 -1.0454 -0.0827
H -4.1883 -2.5826 2.8486
H -3.5272 -4.2105 2.6250
H -4.6454 -3.5400 1.4434
H -1.3606 -3.3533 -0.2838
H -2.9862 -4.0499 -0.3722
H -1.8333 -4.6489 0.8230
S 2.2256 -0.4186 -1.3852
C 1.8821 -1.3511 -2.7352
N 2.0599 -2.6704 -2.7697
C 2.1197 -3.3082 -4.0660
C 1.4160 -2.3739 -5.0483
S 1.4309 -0.7076 -4.2788
H 2.3604 -3.1624 -1.9403
H 1.6357 -4.2876 -4.0377
H 3.1705 -3.4546 -4.3497
H 0.3758 -2.6476 -5.2171
H 1.9373 -2.3047 -6.0001
Br -0.9568 -6.6871 -3.7206
C -1.7789 -4.9785 -3.9048
C -2.8429 -4.7800 -4.7780
N -3.4221 -3.6055 -4.9126
C -2.9930 -2.5717 -4.2175
C -1.9350 -2.6717 -3.3203
C -1.3255 -3.9078 -3.1525
C -1.4757 -1.4762 -2.4815
O -1.9864 -0.3837 -2.7062
O -0.6005 -1.7627 -1.6297
H -3.2426 -5.5862 -5.3776
H -3.5069 -1.6330 -4.3670
H -0.5324 -4.0294 -2.4319
```

## Properties
Highest occupied orbital energy (alpha / beta) = -0.3771 / -0.3762 Eh
Gap between HOMO and LUMO (alpha / beta) = 5.0118 / 4.8337 eV
Net charge = +1

Results of the Mulliken charge analysis, in e, for atoms 1 through 8:
1. Pt 4.712
2. C -1.047
3. Si 0.277
4. C -1.208
5. C -1.094
6. C -0.010
7. C -0.195
8. C -1.613

Entry 2:
This record from OMol25 describes a molecular structure, C39H42N3O4PPtTe. The level of theory is wB97M-V/def2-TZVPD.

Structure (XYZ):
```
91
C39H42N3O4PPtTe | OMol25 | wB97M-V/def2-TZVPD
Pt -0.3154 -0.3747 -0.2494
C 3.3284 -1.0667 2.6332
N 2.2108 -0.1932 3.0190
C 2.1494 0.1965 4.4396
C 1.3324 0.2242 2.1511
O 1.4205 -0.0713 0.9079
C 0.2233 1.1403 2.6260
O -0.6694 1.3959 1.5456
C -2.0437 1.4294 1.8999
C -2.6784 0.0778 1.6192
O -2.0697 -0.7418 0.8412
N -3.8251 -0.2249 2.1518
C -4.4759 -1.5232 1.9093
C -4.5575 0.7073 3.0301
H 3.3004 -1.9630 3.2511
H 3.2526 -1.3284 1.5845
H 4.2669 -0.5456 2.8153
H 1.3241 -0.3078 4.9422
H 3.0763 -0.1112 4.9133
H 2.0562 1.2754 4.5504
H -0.2917 0.6937 3.4798
H 0.6656 2.0857 2.9538
H -2.1788 1.7235 2.9403
H -2.5284 2.1842 1.2762
H -3.7918 -2.1959 1.4070
H -4.7676 -1.9436 2.8699
H -5.3671 -1.3684 1.3028
H -4.5246 1.7237 2.6448
H -5.5969 0.3935 3.0542
H -4.1618 0.6695 4.0450
O 0.1433 -3.1439 0.7579
N -0.2084 -2.5377 -0.4450
C -1.0808 -3.1967 -1.1128
C -1.7153 -2.7823 -2.3578
C -2.5946 -3.7286 -2.8816
C -3.2743 -3.5132 -4.0760
C -3.0837 -2.3317 -4.7622
C -2.2105 -1.3661 -4.2593
C -1.5091 -1.5744 -3.0786
P -0.3321 -0.2750 -2.6374
C 1.3129 -0.7109 -3.1395
C 2.2140 0.2841 -3.5601
C 3.4710 -0.0737 -4.0043
C 3.8518 -1.4137 -4.0173
C 2.9706 -2.4047 -3.5881
C 1.7096 -2.0611 -3.1475
C -0.7974 1.3269 -3.2746
C -1.4288 2.2495 -2.4349
C -1.8006 3.4903 -2.9268
C -1.5492 3.8111 -4.2555
C -0.9252 2.8965 -5.0955
C -0.5427 1.6556 -4.6117
H 1.0905 -3.3420 0.6876
H -1.3530 -4.1747 -0.7203
H -2.7511 -4.6572 -2.3462
H -3.9488 -4.2686 -4.4561
H -3.6062 -2.1454 -5.6910
H -2.0881 -0.4428 -4.8090
H 1.9116 1.3223 -3.5762
H 4.1542 0.6847 -4.3622
H 4.8340 -1.6898 -4.3782
H 3.2678 -3.4441 -3.6216
H 1.0196 -2.8406 -2.8543
H -1.6347 1.9917 -1.4010
H -2.2961 4.2048 -2.2831
H -1.8478 4.7774 -4.6406
H -0.7415 3.1480 -6.1317
H -0.0513 0.9502 -5.2714
Te 1.9705 3.5459 -1.2224
C 1.2940 5.2045 -2.2996
C 0.4764 6.1476 -1.6851
C 0.0508 7.2424 -2.4255
C 0.4347 7.3772 -3.7544
C 1.2481 6.4241 -4.3548
C 1.6871 5.3250 -3.6286
C 3.7690 4.2790 -0.5933
C 4.7246 3.3621 -0.1057
C 5.9588 3.8241 0.2882
C 6.2436 5.1917 0.2191
C 5.2958 6.1011 -0.2529
C 4.0609 5.6541 -0.6704
H 0.1781 6.0475 -0.6486
H -0.5716 7.9953 -1.9605
H 0.1049 8.2364 -4.3232
H 1.5547 6.5425 -5.3857
H 2.3392 4.5963 -4.0950
H 4.4990 2.3026 -0.0664
H 6.7154 3.1364 0.6402
H 7.2165 5.5493 0.5306
H 5.5348 7.1548 -0.3000
H 3.3293 6.3497 -1.0600
```

## Properties
⟨S²⟩ = 6.033
Highest occupied orbital energy (alpha / beta) = -0.6692 / -0.6742 Eh
Gap between HOMO and LUMO (alpha / beta) = 7.8706 / 5.1812 eV
ΔE to the lowest compared entry with this formula, charge and spin = 21.5 kcal per mole
Net charge = +4
2S+1 = 5

Results of the Mulliken charge analysis, in e, for atoms 1 through 8:
1. Pt 2.899
2. C -1.011
3. N 0.230
4. C -0.985
5. C 0.832
6. O -1.214
7. C -0.987
8. O -0.424

Entry 3:
This record from OMol25 describes a gas-phase ion, C19H23N2 (charge +1). The level of theory is wB97M-V/def2-TZVPD.

Structure (XYZ):
```
44
C19H23N2 | OMol25 | wB97M-V/def2-TZVPD
C 3.8601 -1.9228 -1.0802
C 3.1754 -0.9705 -1.8436
C 1.8734 -0.5621 -1.4834
C 1.2114 -1.1328 -0.3958
C -0.2349 -0.7394 -0.0131
C -1.1618 -0.7089 -1.2202
C -1.9786 -1.8107 -1.3960
C -2.8216 -1.9202 -2.4996
C -2.9429 -0.8521 -3.4073
C -2.1199 0.2734 -3.2714
C -1.2410 0.3419 -2.1951
N -0.2766 0.4191 0.9045
C 0.6153 1.5369 0.4508
C 0.6293 2.7011 1.4737
N -0.3109 2.3892 2.5797
C -1.7085 2.1825 2.1039
C -1.6678 0.9676 1.1449
C 0.1697 1.1676 3.2600
C 0.2054 -0.0103 2.2586
C 1.9317 -2.0621 0.3668
C 3.2560 -2.4643 0.0739
H 4.8755 -2.1836 -1.3173
H 3.6350 -0.4992 -2.7153
H 1.4153 0.1997 -2.1477
H -0.6250 -1.6008 0.5415
H -1.9104 -2.6150 -0.6980
H -3.4347 -2.8146 -2.5643
H -3.6093 -0.9097 -4.2890
H -2.1063 1.0857 -4.0043
H -0.5605 1.2212 -2.1406
H 1.6467 1.1736 0.3001
H 0.2655 1.8543 -0.5231
H 1.6607 2.8771 1.8298
H 0.2906 3.6019 0.9889
H -2.1313 3.0922 1.6874
H -2.3188 1.9480 2.9941
H -2.0708 1.2822 0.1501
H -2.3043 0.2039 1.6119
H -0.4675 0.9210 4.1173
H 1.1684 1.3466 3.6681
H -0.3146 -0.8782 2.6544
H 1.2269 -0.3816 2.1828
H 1.4309 -2.5742 1.1724
H 3.7748 -3.1733 0.6899
```

## Properties
Highest occupied orbital energy = -0.4483 Eh
Gap between HOMO and LUMO = 9.9004 eV
ΔE to the lowest compared entry with this formula, charge and spin = 24.0 kcal per mole
Net charge = +1

Results of the Mulliken charge analysis, in e, for atoms 1 through 8:
1. C -0.449
2. C -0.845
3. C 0.357
4. C -0.017
5. C 0.017
6. C 0.210
7. C -0.510
8. C -0.774

Entry 4:
This record from OMol25 describes 2 unconnected molecules or ions with the total composition C3HN4. The level of theory is wB97M-V/def2-TZVPD.

Structure (XYZ):
```
8
C3HN4 | OMol25 | wB97M-V/def2-TZVPD
C -0.6863 0.6965 0.3970
C 0.9066 -2.2766 0.0741
C -2.4116 3.8332 -0.8544
N 0.7789 -3.3983 -0.1208
N -1.9156 2.8813 -0.5205
N 1.1031 -0.9872 0.2980
N 0.1620 -0.0894 0.2905
H 2.0630 -0.6596 0.4362
```

## Properties
Highest occupied orbital energy (alpha / beta) = -0.5949 / -0.5906 Eh
Gap between HOMO and LUMO (alpha / beta) = 9.1716 / 5.4609 eV
ΔE to the lowest compared entry with this formula, charge and spin = 120.4 kcal per mole
Net charge = +1

For reference, the Mulliken charges in units of e are:
1. C 0.134
2. C 0.359
3. C 0.152
4. N -0.028
5. N -0.185
6. N -0.043
7. N 0.256
8. H 0.356